C76H216N12O40 | ωB97M-V with the def2-TZVPD basis set

Molar mass, g mol⁻¹: 1938.61
LUMO level, eV: -0.1963
Kohn-Sham gap, eV: 8.2
DFT total energy, eV: -182079.9661

Positions of all 344 atoms, in Å:
C (-19.399, -37.150, -15.399)
C (-18.559, -35.866, -15.286)
C (-17.637, -35.830, -13.998)
O (-16.805, -34.690, -13.885)
C (-17.575, -33.541, -13.592)
N (-17.710, -35.746, -16.454)
H (-18.864, -38.099, -15.375)
H (-19.822, -37.094, -16.402)
H (-20.211, -37.161, -14.671)
H (-19.202, -34.985, -15.287)
H (-17.068, -36.755, -13.898)
H (-18.283, -35.960, -13.130)
H (-17.143, -32.897, -12.826)
H (-18.613, -33.659, -13.281)
H (-17.629, -32.920, -14.486)
H (-18.263, -35.640, -17.293)
H (-17.080, -34.958, -16.400)
C (-13.641, -35.490, 0.118)
C (-13.011, -35.753, -1.218)
C (-13.914, -35.683, -2.469)
O (-14.546, -34.370, -2.533)
C (-15.216, -34.090, -3.764)
N (-11.825, -34.906, -1.328)
H (-14.460, -36.176, 0.331)
H (-14.126, -34.515, 0.180)
H (-13.007, -35.476, 1.004)
H (-12.760, -36.813, -1.243)
H (-14.683, -36.402, -2.184)
H (-13.356, -35.857, -3.389)
H (-16.234, -34.479, -3.791)
H (-14.606, -34.324, -4.636)
H (-15.392, -33.016, -3.813)
H (-11.411, -34.985, -2.246)
H (-12.160, -33.954, -1.360)
C (-22.790, -29.714, -14.018)
C (-21.961, -29.768, -15.280)
C (-20.476, -29.908, -15.078)
O (-19.873, -28.693, -14.585)
C (-18.486, -28.791, -14.261)
N (-22.410, -30.806, -16.183)
H (-22.699, -30.674, -13.508)
H (-23.845, -29.504, -14.195)
H (-22.444, -29.019, -13.253)
H (-22.144, -28.892, -15.901)
H (-20.048, -30.107, -16.061)
H (-20.264, -30.772, -14.449)
H (-18.025, -29.211, -15.155)
H (-18.213, -29.415, -13.410)
H (-18.142, -27.787, -14.014)
H (-21.885, -30.824, -17.045)
H (-23.325, -30.514, -16.496)
C (-20.229, -28.285, -4.502)
C (-19.145, -29.302, -4.925)
C (-19.803, -30.585, -5.509)
O (-20.542, -31.261, -4.508)
C (-19.906, -31.939, -3.426)
N (-18.449, -28.592, -5.998)
H (-19.842, -27.342, -4.117)
H (-20.870, -28.787, -3.777)
H (-20.934, -28.180, -5.327)
H (-18.475, -29.568, -4.107)
H (-19.063, -31.245, -5.963)
H (-20.510, -30.388, -6.315)
H (-20.656, -32.350, -2.750)
H (-19.299, -31.155, -2.974)
H (-19.201, -32.763, -3.540)
H (-17.636, -29.174, -6.139)
H (-18.176, -27.701, -5.607)
C (-17.938, -38.991, -7.613)
C (-16.667, -38.323, -8.133)
C (-15.321, -39.012, -7.593)
O (-14.210, -38.152, -7.936)
C (-12.967, -38.803, -7.988)
N (-16.651, -38.438, -9.611)
H (-18.022, -38.733, -6.558)
H (-17.846, -40.075, -7.669)
H (-18.909, -38.673, -7.994)
H (-16.841, -37.275, -7.890)
H (-15.212, -40.022, -7.987)
H (-15.367, -39.191, -6.519)
H (-12.639, -39.329, -7.091)
H (-12.137, -38.112, -8.135)
H (-12.937, -39.466, -8.853)
H (-15.672, -38.317, -9.828)
H (-16.737, -39.435, -9.744)
C (-19.815, -27.052, -10.624)
C (-19.202, -27.007, -9.191)
C (-19.651, -25.860, -8.277)
O (-19.632, -24.573, -8.956)
C (-20.054, -23.441, -8.147)
N (-19.467, -28.348, -8.581)
H (-20.893, -27.195, -10.553)
H (-19.518, -27.956, -11.156)
H (-19.566, -26.173, -11.219)
H (-18.122, -26.904, -9.294)
H (-19.031, -25.827, -7.380)
H (-20.651, -26.122, -7.934)
H (-20.547, -22.639, -8.697)
H (-19.246, -22.942, -7.612)
H (-20.723, -23.681, -7.321)
H (-19.090, -28.478, -7.653)
H (-18.954, -28.995, -9.162)
C (-14.066, -37.622, -18.847)
C (-13.890, -36.124, -18.478)
C (-12.725, -35.794, -17.525)
O (-13.006, -36.488, -16.341)
C (-13.561, -35.627, -15.341)
N (-13.801, -35.392, -19.713)
H (-13.249, -37.809, -19.545)
H (-15.050, -37.725, -19.304)
H (-13.932, -38.260, -17.974)
H (-14.800, -35.744, -18.014)
H (-12.698, -34.714, -17.375)
H (-11.783, -36.091, -17.984)
H (-13.022, -34.703, -15.135)
H (-13.484, -36.095, -14.359)
H (-14.627, -35.431, -15.458)
H (-14.314, -35.889, -20.427)
H (-14.379, -34.563, -19.724)
C (-15.172, -27.697, -9.630)
C (-15.464, -28.180, -8.203)
C (-15.817, -29.699, -8.003)
O (-16.053, -29.968, -6.609)
C (-16.045, -31.365, -6.241)
N (-14.280, -27.969, -7.362)
H (-14.374, -28.260, -10.114)
H (-14.879, -26.652, -9.729)
H (-16.002, -27.784, -10.331)
H (-16.318, -27.652, -7.778)
H (-15.023, -30.281, -8.470)
H (-16.751, -29.891, -8.531)
H (-16.924, -31.791, -6.725)
H (-16.042, -31.502, -5.159)
H (-15.200, -31.882, -6.696)
H (-14.507, -28.418, -6.486)
H (-13.475, -28.492, -7.678)
C (-15.208, -27.360, -16.038)
C (-14.287, -26.475, -15.157)
C (-12.790, -26.427, -15.657)
O (-12.005, -25.520, -14.881)
C (-10.596, -25.561, -15.237)
N (-14.839, -25.116, -15.262)
H (-16.235, -27.076, -15.808)
H (-15.151, -28.423, -15.805)
H (-14.948, -27.296, -17.095)
H (-14.225, -26.698, -14.092)
H (-12.809, -26.133, -16.706)
H (-12.469, -27.465, -15.572)
H (-10.160, -26.495, -14.881)
H (-10.141, -24.699, -14.749)
H (-10.573, -25.484, -16.324)
H (-14.640, -24.679, -16.151)
H (-14.349, -24.528, -14.603)
C (-14.964, -29.836, -12.492)
C (-14.051, -30.773, -11.690)
C (-14.698, -32.147, -11.346)
O (-15.930, -32.010, -10.649)
C (-16.146, -33.193, -9.819)
N (-12.798, -30.930, -12.488)
H (-15.327, -30.315, -13.401)
H (-14.552, -28.879, -12.812)
H (-15.913, -29.709, -11.972)
H (-13.866, -30.238, -10.759)
H (-14.006, -32.742, -10.749)
H (-14.797, -32.704, -12.277)
H (-17.201, -33.350, -9.594)
H (-15.639, -33.183, -8.854)
H (-15.849, -34.133, -10.283)
H (-12.455, -31.840, -12.216)
H (-12.995, -31.064, -13.470)
C (-8.320, -30.279, -13.502)
C (-7.372, -31.231, -14.212)
C (-5.920, -30.809, -14.146)
O (-5.084, -31.759, -14.760)
C (-3.787, -31.233, -14.892)
N (-7.514, -32.545, -13.575)
H (-8.503, -29.348, -14.039)
H (-8.081, -30.160, -12.445)
H (-9.273, -30.805, -13.556)
H (-7.705, -31.385, -15.238)
H (-5.649, -30.779, -13.091)
H (-5.818, -29.795, -14.532)
H (-3.739, -30.274, -15.407)
H (-3.038, -31.868, -15.365)
H (-3.458, -31.061, -13.867)
H (-7.353, -32.337, -12.600)
H (-6.635, -32.978, -13.819)
C (-20.911, -34.963, -4.509)
C (-20.450, -34.323, -5.847)
C (-19.270, -34.964, -6.583)
O (-18.117, -34.496, -5.844)
C (-16.863, -34.936, -6.358)
N (-21.598, -34.263, -6.677)
H (-20.212, -34.760, -3.698)
H (-21.165, -36.017, -4.620)
H (-21.870, -34.553, -4.191)
H (-20.231, -33.271, -5.665)
H (-19.174, -34.560, -7.591)
H (-19.370, -36.049, -6.597)
H (-16.520, -35.825, -5.828)
H (-16.184, -34.086, -6.298)
H (-16.848, -35.175, -7.422)
H (-21.418, -33.742, -7.523)
H (-22.253, -33.717, -6.135)
C (-12.948, -35.009, -7.075)
C (-11.764, -34.542, -6.201)
O (-11.646, -35.318, -5.033)
O (-12.984, -34.179, -8.213)
H (-13.928, -35.022, -6.598)
H (-12.674, -36.003, -7.430)
H (-11.982, -33.509, -5.933)
H (-10.836, -34.600, -6.769)
H (-10.807, -35.109, -4.615)
H (-13.561, -34.495, -8.912)
C (-10.797, -29.304, -16.954)
C (-9.574, -29.157, -17.890)
O (-8.463, -29.750, -17.315)
O (-11.159, -30.716, -16.757)
H (-11.621, -28.758, -17.415)
H (-10.594, -28.919, -15.955)
H (-9.253, -28.122, -18.012)
H (-9.719, -29.629, -18.862)
H (-7.686, -29.508, -17.824)
H (-10.402, -31.174, -16.384)
C (-10.265, -33.532, -12.034)
C (-10.229, -34.830, -12.870)
O (-9.925, -35.830, -12.010)
O (-11.520, -33.368, -11.323)
H (-10.142, -32.714, -12.745)
H (-9.418, -33.473, -11.350)
H (-9.515, -34.801, -13.694)
H (-11.178, -34.982, -13.385)
H (-9.840, -36.665, -12.476)
H (-11.409, -33.855, -10.503)
C (-15.242, -24.668, -11.998)
C (-16.585, -25.361, -12.142)
O (-17.097, -25.246, -13.476)
O (-15.155, -23.384, -12.592)
H (-14.427, -25.212, -12.476)
H (-14.934, -24.636, -10.953)
H (-17.314, -24.959, -11.439)
H (-16.450, -26.415, -11.898)
H (-16.315, -25.062, -14.002)
H (-15.608, -22.756, -12.024)
C (-19.170, -39.703, -12.431)
C (-19.620, -39.128, -11.030)
O (-19.042, -37.787, -10.938)
O (-19.974, -40.778, -12.901)
H (-18.116, -39.933, -12.585)
H (-19.331, -38.950, -13.202)
H (-19.218, -39.742, -10.225)
H (-20.707, -39.142, -10.956)
H (-18.337, -37.850, -10.290)
H (-19.648, -41.026, -13.769)
C (-13.632, -37.652, -11.626)
C (-14.470, -36.456, -11.181)
O (-14.290, -36.130, -9.847)
O (-14.250, -38.787, -11.122)
H (-12.586, -37.546, -11.339)
H (-13.640, -37.853, -12.697)
H (-15.554, -36.571, -11.187)
H (-14.287, -35.565, -11.781)
H (-14.611, -36.894, -9.363)
H (-13.825, -39.543, -11.533)
C (-9.009, -33.953, -16.440)
C (-7.772, -33.408, -17.183)
O (-8.083, -32.427, -18.107)
O (-9.440, -32.944, -15.538)
H (-8.675, -34.727, -15.750)
H (-9.831, -34.322, -17.054)
H (-7.110, -34.189, -17.556)
H (-7.099, -32.915, -16.482)
H (-8.511, -31.720, -17.619)
H (-8.732, -32.826, -14.901)
C (-20.594, -30.539, -10.911)
C (-19.308, -31.276, -10.453)
O (-18.218, -30.381, -10.463)
O (-21.276, -29.952, -9.812)
H (-21.147, -31.416, -11.248)
H (-20.480, -29.898, -11.785)
H (-19.070, -32.086, -11.142)
H (-19.527, -31.812, -9.529)
H (-17.397, -30.867, -10.572)
H (-20.733, -29.208, -9.540)
C (-7.802, -36.168, -8.340)
C (-8.310, -35.031, -9.264)
O (-9.687, -35.381, -9.392)
O (-7.886, -37.445, -9.010)
H (-8.312, -36.171, -7.376)
H (-6.767, -35.962, -8.069)
H (-7.715, -35.096, -10.174)
H (-8.202, -34.025, -8.861)
H (-9.875, -35.463, -10.330)
H (-8.678, -37.340, -9.542)
C (-20.751, -34.688, -10.534)
C (-21.314, -34.978, -11.907)
O (-21.243, -36.408, -12.215)
O (-19.361, -34.622, -10.608)
H (-21.038, -35.441, -9.800)
H (-21.162, -33.724, -10.234)
H (-20.737, -34.376, -12.609)
H (-22.335, -34.597, -11.917)
H (-20.465, -36.845, -11.861)
H (-19.019, -35.509, -10.473)
C (-11.393, -30.798, -7.534)
C (-10.648, -31.671, -8.558)
O (-9.425, -31.190, -9.188)
O (-11.972, -29.687, -8.148)
H (-10.774, -30.352, -6.755)
H (-12.198, -31.381, -7.085)
H (-11.308, -31.978, -9.368)
H (-10.359, -32.524, -7.944)
H (-9.525, -30.279, -9.474)
H (-11.758, -29.609, -9.081)
C (-4.914, -31.267, -10.324)
C (-6.369, -31.556, -9.832)
O (-7.166, -31.965, -10.927)
O (-4.015, -31.067, -9.219)
H (-4.794, -30.471, -11.059)
H (-4.452, -32.073, -10.894)
H (-6.729, -30.647, -9.351)
H (-6.315, -32.379, -9.120)
H (-8.055, -31.974, -10.565)
H (-3.100, -30.924, -9.473)
C (-11.274, -28.018, -10.844)
C (-11.345, -27.640, -12.314)
O (-11.504, -26.265, -12.410)
O (-11.096, -29.425, -10.850)
H (-12.143, -27.774, -10.234)
H (-10.441, -27.618, -10.267)
H (-12.279, -28.047, -12.702)
H (-10.494, -28.084, -12.830)
H (-11.888, -26.101, -13.274)
H (-11.685, -29.908, -11.435)
C (-15.860, -31.349, -16.327)
C (-14.364, -31.450, -15.999)
O (-13.731, -30.285, -15.732)
O (-16.269, -32.686, -16.701)
H (-16.064, -30.629, -17.119)
H (-16.363, -31.028, -15.415)
H (-13.778, -32.014, -16.725)
H (-14.129, -31.963, -15.067)
H (-12.864, -30.363, -16.138)
H (-17.220, -32.710, -16.574)